The following is a quantum chemistry calculation of a structure of composition C51H47N9OP3S2Sn, from OMol25.

Results
Spin multiplicity   1
E_LUMO   2.0 eV
Highest occupied orbital energy   -3.0 eV
ΔE to the lowest compared entry with this formula, charge and spin   0.447 eV
Net charge   -1

Cartesian coordinates (Å):
Sn 0.1724 0.8833 0.5586
C 1.1176 5.5815 3.8432
N 1.5644 4.5223 2.9875
C 2.7188 3.8152 3.1432
C 2.8191 2.9973 2.0563
N 1.7606 3.1867 1.2441
C 1.0037 4.0910 1.8216
P -0.4884 4.8080 1.0659
C -0.2286 4.1795 -0.6115
N -0.1012 2.9404 -1.0236
C 0.0918 2.9858 -2.3525
C 0.0810 4.2877 -2.7719
N -0.1286 5.0433 -1.6579
C -0.2196 6.4719 -1.5614
C -1.7942 3.6541 1.5665
N -2.0268 2.4556 1.0837
C -3.1440 2.0039 1.6833
C -3.6163 2.9494 2.5514
N -2.7538 4.0035 2.4728
C -2.8219 5.2336 3.2021
H 1.6953 5.5560 4.7668
H 0.0607 5.4652 4.0865
H 1.2524 6.5526 3.3555
H 3.3498 3.9502 3.9985
H 3.5844 2.2981 1.7988
H 0.2285 2.0831 -2.9117
H 0.1843 4.7241 -3.7464
H -0.3445 6.9036 -2.5527
H 0.6827 6.8829 -1.0980
H -1.0807 6.7388 -0.9437
H -3.5327 1.0366 1.4444
H -4.4620 2.9536 3.2111
H -3.7759 5.2929 3.7206
H -2.7272 6.0766 2.5150
H -2.0207 5.3035 3.9446
S -2.6623 0.7205 -2.5369
P -1.4298 -0.7874 -2.2441
C -0.6944 -1.0485 -0.6846
P -1.5332 -2.0587 0.4463
S -1.5229 -1.3806 2.3020
C -3.2363 -2.6935 0.2184
C -3.5912 -3.8992 0.8133
C -4.8905 -4.3562 0.7278
C -5.8529 -3.5970 0.0792
C -5.5137 -2.3663 -0.4559
C -4.2086 -1.9116 -0.3864
C -0.5508 -3.6102 0.3964
C 0.6962 -3.5541 1.0126
C 1.5873 -4.6022 0.9017
C 1.2468 -5.7231 0.1577
C 0.0166 -5.7778 -0.4770
C -0.8763 -4.7279 -0.3675
C -0.0032 -0.6006 -3.3926
C 1.2344 -1.1765 -3.1379
C 2.2686 -1.0164 -4.0426
C 2.0812 -0.2712 -5.1970
C 0.8513 0.3141 -5.4504
C -0.1821 0.1492 -4.5477
C -2.1610 -2.2906 -3.0002
C -3.4770 -2.2821 -3.4414
C -4.0081 -3.3952 -4.0647
C -3.2226 -4.5197 -4.2557
C -1.9101 -4.5321 -3.8106
C -1.3789 -3.4236 -3.1804
H -2.8397 -4.4637 1.3497
H -5.1523 -5.3087 1.1692
H -6.8699 -3.9623 0.0110
H -6.2719 -1.7601 -0.9329
H -3.9354 -0.9495 -0.8010
H 0.9442 -2.6681 1.5829
H 2.5523 -4.5518 1.3901
H 1.9395 -6.5505 0.0676
H -0.2519 -6.6472 -1.0646
H -1.8318 -4.7771 -0.8745
H 1.3811 -1.7447 -2.2302
H 3.2367 -1.4652 -3.8552
H 2.8965 -0.1550 -5.9019
H 0.6960 0.9089 -6.3430
H -1.1469 0.6104 -4.7193
H -4.0687 -1.3863 -3.3097
H -5.0326 -3.3901 -4.4143
H -3.6304 -5.3905 -4.7526
H -1.2981 -5.4119 -3.9601
H -0.3582 -3.4247 -2.8249
C 3.0659 -1.5800 3.5455
C 2.0743 -0.5885 3.0033
N 2.1197 -0.1881 1.7790
N 3.1183 -0.5958 0.9819
C 3.0429 -0.1120 -0.2468
O 2.1287 0.5980 -0.7344
C 4.2048 -0.4453 -1.1164
C 4.8754 -1.6576 -0.9992
C 5.9487 -1.9431 -1.8217
C 6.3750 -1.0149 -2.7560
C 5.7085 0.1930 -2.8812
C 4.6186 0.4731 -2.0770
C 1.0651 -0.0219 3.8826
C 0.7145 -0.6439 5.0896
C -0.2109 -0.0491 5.9186
C -0.7613 1.1686 5.5457
C -0.3650 1.7050 4.3334
N 0.5132 1.1470 3.5247
H 3.8741 -1.6460 2.8215
H 3.4538 -1.2523 4.5076
H 2.6161 -2.5665 3.6590
H 4.5368 -2.3664 -0.2619
H 6.4566 -2.8936 -1.7355
H 7.2239 -1.2434 -3.3865
H 6.0343 0.9136 -3.6169
H 4.0851 1.4079 -2.1727
H 1.1273 -1.6043 5.3465
H -0.5158 -0.5202 6.8422
H -1.4722 1.6817 6.1791
H -0.7881 2.6453 3.9904

---

The following is a quantum chemistry calculation of a structure of composition C51H49N4O5P2PtS, from OMol25.

Results
Spin multiplicity   5
E_LUMO (spin up / spin down)   -7.3 / -11.7 eV
Highest occupied orbital energy (spin up / spin down)   -14.5 / -15.1 eV
Net charge   +3
Expectation value of S²   6.02

Cartesian coordinates (Å):
Pt 1.1102 0.5924 -0.5268
O 3.2976 0.5756 -0.8653
C 4.1453 1.4810 -0.9320
C 3.9260 2.8890 -0.8525
C 5.0675 3.6963 -0.7859
C 4.9269 5.0470 -0.7129
C 3.6700 5.6509 -0.7128
C 2.5409 4.8715 -0.7741
C 2.6315 3.4698 -0.8639
O 1.5214 2.7847 -1.0085
N 6.1430 5.8921 -0.6269
O 7.2091 5.3220 -0.5048
O 5.9775 7.0956 -0.6009
H 5.1879 1.1704 -1.0653
H 6.0626 3.2632 -0.7798
H 3.6096 6.7293 -0.6588
H 1.5540 5.3177 -0.7951
C -7.8971 1.2585 0.2684
S -6.3953 1.5468 1.1510
C -5.5978 -0.0473 1.2000
C -4.0692 0.0494 1.3154
C -3.3858 0.6422 0.0793
N -1.9125 0.6366 0.1839
P -0.9590 1.8992 -0.4592
C -1.4243 2.1453 -2.1965
C -0.6675 1.5778 -3.2273
C -1.0620 1.6995 -4.5511
C -2.2183 2.4011 -4.8645
C -2.9727 2.9866 -3.8565
C -2.5763 2.8655 -2.5318
C -1.4634 3.3807 0.4000
C -1.9925 3.3128 1.6918
C -2.2995 4.4791 2.3775
C -2.0608 5.7145 1.7847
C -1.5121 5.7883 0.5090
C -1.2038 4.6263 -0.1852
P -0.9454 -0.7647 -0.0180
C -0.6819 -1.5153 1.5901
C -0.9572 -0.8388 2.7752
C -0.6350 -1.4184 3.9967
C -0.0218 -2.6647 4.0366
C 0.2843 -3.3297 2.8528
C -0.0379 -2.7553 1.6294
C -1.9374 -1.8934 -0.9936
C -2.5926 -2.9827 -0.4170
C -3.4089 -3.7866 -1.2041
C -3.5658 -3.5101 -2.5575
C -2.9039 -2.4306 -3.1346
C -2.0874 -1.6254 -2.3573
H -8.4660 2.1873 0.2532
H -8.4556 0.4642 0.7818
H -7.6428 0.9320 -0.7468
H -5.9380 -0.6105 0.3274
H -6.0254 -0.5177 2.0991
H -3.7202 -0.9736 1.4649
H -3.7967 0.6134 2.2103
H -3.7061 1.6802 -0.0656
H -3.6986 0.0836 -0.8092
H 0.2521 1.0576 -3.0188
H -0.4591 1.2649 -5.3392
H -2.5214 2.5087 -5.8994
H -3.8607 3.5562 -4.1059
H -3.1568 3.3551 -1.7571
H -2.1515 2.3464 2.1632
H -2.7139 4.4292 3.3786
H -2.2954 6.6241 2.3241
H -1.3241 6.7548 0.0557
H -0.7720 4.6814 -1.1781
H -1.4088 0.1446 2.7438
H -0.8586 -0.8962 4.9202
H 0.2191 -3.1199 4.9917
H 0.7692 -4.2987 2.8817
H 0.2067 -3.2793 0.7075
H -2.4598 -3.2174 0.6327
H -3.9133 -4.6370 -0.7601
H -4.1956 -4.1471 -3.1686
H -3.0123 -2.2283 -4.1940
H -1.5595 -0.7955 -2.8131
C 3.3350 -7.8772 -1.1364
C 3.0987 -6.3930 -1.0350
C 3.8626 -5.6044 -0.1782
C 3.6860 -4.2399 -0.0989
C 4.5655 -3.4557 0.8561
C 2.6747 -3.6349 -0.8897
C 2.5188 -2.2168 -0.7637
O 1.5748 -1.5349 -1.2333
C 1.8829 -4.4254 -1.7704
C 0.8142 -3.8548 -2.6744
C 2.1229 -5.7801 -1.8203
H 3.9874 -8.2428 -0.3453
H 3.8032 -8.1138 -2.0949
H 2.3935 -8.4265 -1.1004
H 4.6260 -6.0778 0.4318
H 5.2859 -4.1195 1.3275
H 3.9809 -2.9908 1.6567
H 5.1347 -2.6722 0.3502
H 3.3062 -1.6845 -0.2257
H 1.1734 -2.9908 -3.2349
H -0.0551 -3.5200 -2.1018
H 0.4849 -4.6149 -3.3814
H 1.5409 -6.3916 -2.5032
N 2.4254 1.1991 6.8585
C 2.2944 1.1178 5.7175
C 2.0952 1.0260 4.2886
C 2.4670 -0.1203 3.5981
C 2.2157 -0.1847 2.2457
N 1.6279 0.8185 1.5816
C 1.2938 1.9400 2.2391
C 1.5119 2.0805 3.5941
H 2.9392 -0.9487 4.1076
H 2.4773 -1.0650 1.6736
H 0.8599 2.7431 1.6592
H 1.2389 2.9976 4.1010

---

Number 1: electronic energy -4574.5365 a.u.. Number 2: electronic energy -3767.1985 a.u..